102
Properties=species:S:1:pos:R:3:mulliken_charge:R:1 method="wB97M-V/def2-TZVPD" e_tot_ev=-85733.615 e_above_lowest_kj_mol=80.13 multiplicity=1 total_charge=0
S -2.62402 -4.34262 -0.14642 0.36
S 3.90542 -3.95301 1.07942 0.28
S -0.74705 3.93455 4.41294 0.49
O -0.55784 5.46286 4.37038 -0.65
O 3.66932 -2.43571 1.11366 -0.43
O -2.73618 0.36150 5.84222 -0.64
O -0.06634 0.69284 0.02160 -0.65
O 5.64980 -2.09857 -3.16040 -0.70
O 3.08213 3.59719 2.04170 -0.64
O -8.87882 0.15120 -0.88661 -0.65
O -2.15019 -3.43901 0.98978 -0.53
O 2.68281 1.78642 -4.34541 -0.77
N 4.81838 -0.37310 -4.39648 -0.09
N -6.98277 1.17522 -1.61495 -0.15
N 4.53532 2.08289 1.08628 -0.03
N 2.02542 3.37966 -2.84869 -0.09
N -2.72354 -1.31340 4.41363 -0.03
N -1.42002 -0.94849 0.67270 0.43
C -0.28662 -0.50369 0.14472 0.57
C 3.74020 0.87883 1.21738 -0.68
C -1.19318 -5.31376 -0.65702 -0.39
C 4.43393 -0.48997 -1.90991 0.61
C 5.23014 4.44455 1.44434 -1.14
C 5.28945 -4.30596 -0.12653 -0.69
C 1.51240 2.43689 -1.82251 -0.74
C -7.65130 2.40640 -1.95789 -0.85
C -3.33250 -0.47316 5.20265 0.60
C -0.36147 3.27276 2.72321 -0.56
C -2.77297 -3.16774 -1.60078 -0.42
C -4.88076 -0.28557 5.13229 -1.15
C 2.87423 4.07854 -5.00199 -1.17
C -7.66956 0.14497 -1.10540 0.53
C -6.85848 -1.05601 -0.77140 -0.31
C 4.17947 3.29470 1.51916 0.64
C -2.54933 3.61626 4.35845 -0.78
C 0.71531 -1.56648 -0.26343 -0.04
C -2.50602 -0.06891 1.06095 -0.33
C 5.29079 -0.67320 -5.71516 -1.05
C 5.05957 -1.02273 -3.22490 0.51
C -3.38572 -2.33357 3.62349 -1.09
C 2.54154 2.98423 -3.99945 0.71
C 2.53731 -4.71523 0.17731 -0.92
H -6.84639 -1.68040 -1.66476 0.26
H -3.89172 -1.85623 2.78432 0.30
H 1.71873 -1.16045 -0.13546 -0.44
H 3.72020 0.30274 -2.13420 -0.35
H -2.95741 4.31662 3.62971 0.38
H 2.78732 -5.74390 -0.08233 0.49
H -1.88379 -2.53770 -1.62336 0.03
H -1.56398 -1.94649 0.61459 -0.21
H -7.86818 2.82618 -0.97562 0.29
H -7.15720 -1.55064 0.15284 0.34
H -1.22603 -5.77985 -1.64180 0.42
H 5.22809 -0.13177 -1.25485 0.12
H 0.49575 -1.88272 -1.28318 0.32
H 0.66857 3.57226 2.52978 0.13
H 1.95321 4.35733 -2.60569 0.25
H 0.61730 -2.42975 0.39480 0.17
H 1.61465 -4.66992 0.75589 0.18
H 5.44091 1.96074 0.65608 0.26
H -1.72278 -1.28910 4.54776 0.24
H -1.00277 -6.12402 0.04677 0.35
H -2.77489 -0.19292 2.10996 -0.20
H -2.17774 0.96839 0.99511 0.35
H 4.18513 0.41211 -4.44691 0.29
H -3.62095 -2.50420 -1.43125 0.09
H -6.00261 1.08547 -1.84153 0.22
H -3.43409 -0.26535 0.52411 -0.03
H 4.38932 0.02215 1.39858 0.45
H -5.82905 -0.76940 -0.55641 -0.30
H 2.93744 0.93602 1.95251 0.31
H 5.24560 -3.67382 -1.01342 0.10
H 1.37872 1.43037 -2.21892 0.24
H 3.68032 3.69575 -5.62793 0.31
H 2.39618 -4.21945 -0.78310 0.34
H 5.65964 4.53001 2.44250 0.28
H -8.65512 2.13611 -2.28558 0.29
H 2.16956 2.36243 -0.95608 0.07
H 3.90444 -1.32184 -1.44544 -0.23
H -7.18959 3.19343 -2.55414 0.33
H 4.82275 5.36613 1.02863 0.30
H 5.59349 -1.72032 -5.71819 0.37
H -0.37963 -4.60476 -0.50355 -0.25
H 5.21797 -5.27588 -0.61872 0.38
H -2.65678 -3.09546 3.34731 0.32
H 6.15609 -4.09557 0.50017 0.32
H -2.92222 -3.58204 -2.59787 0.40
H 4.48035 -0.56887 -6.43655 0.32
H 6.16955 -0.11035 -6.02995 0.28
H 0.49754 2.72000 -1.54320 0.42
H -5.13408 0.31499 6.00593 0.33
H -5.48214 -1.19465 5.12712 0.40
H -0.40524 2.18387 2.74542 0.23
H -5.23421 0.23286 4.24100 0.27
H -1.06157 3.71136 2.01215 0.33
H -2.83113 2.62899 3.99242 0.10
H 3.22543 0.74361 0.26615 -0.16
H 3.05246 5.09495 -4.65092 0.37
H 2.05706 4.19504 -5.71386 0.30
H -4.07412 -2.73548 4.36691 0.44
H -2.99823 3.85977 5.32141 0.34
H 6.08168 4.25074 0.79210 0.36